{"formula": "C3H10NOS", "method": "ωB97M-V with the def2-TZVPD basis set", "species": ["H", "H", "H", "S", "H", "C", "C", "H", "H", "H", "H", "H", "N", "H", "C", "O"], "positions_angstrom": [[1.2953, 2.3982, 1.3792], [-1.6567, 0.6338, 0.8858], [0.2231, 1.4527, -0.6785], [2.2040, -0.2027, -0.1723], [-0.0249, -2.0849, -2.1548], [0.5572, 0.4385, -0.9951], [-1.2326, -0.3891, 0.7038], [0.5655, -1.9848, -0.6763], [-1.7858, -0.2785, -1.4933], [0.7249, 0.4631, -2.1153], [1.5483, 1.2597, 2.4009], [-0.4370, -0.2782, 1.4843], [-0.3158, -1.8429, -1.1641], [-1.8754, -1.0845, 1.1258], [-0.8158, -0.5992, -0.8058], [1.0256, 2.0987, 2.2756]], "forces_ev_per_a": [[-0.15, -0.67, 0.77], [-0.19, -0.75, -0.83], [0.57, -0.46, 0.00], [-1.95, 0.78, -0.61], [-1.04, 1.35, 1.41], [-1.19, -0.61, -0.63], [1.48, 2.14, -0.10], [0.09, 0.13, 0.37], [2.60, -0.62, 1.50], [-0.09, 0.06, 1.14], [-0.74, 1.10, -0.67], [0.31, -0.66, -1.27], [0.33, -3.96, -1.03], [-1.60, -1.59, 0.35], [0.70, 4.28, -0.16], [0.88, -0.52, -0.22]], "charge": -1, "e_tot_ha": -648.47004, "fmax_ev_per_a": 4.3, "de_lowest_kj_mol": 161.5, "homo_lumo_gap_ev": 6.92}



{"formula": "C5H8", "method": "ωB97M-V with the def2-TZVPD basis set", "species": ["C", "C", "C", "H", "H", "H", "H", "H", "C", "H", "C", "H", "H"], "positions_angstrom": [[0.1291, 0.1189, 1.1020], [0.1460, -0.7989, -1.0826], [0.2011, 0.5242, -1.2317], [0.3016, -1.5308, -1.8706], [-0.4375, 0.2474, 2.0290], [0.4986, 2.1241, 0.2476], [1.1959, 0.1030, 1.3550], [0.4094, 1.0476, -2.1610], [-0.2109, -1.1737, 0.3397], [0.3285, -2.0492, 0.7162], [-0.1118, 1.2328, 0.0684], [-1.1643, 1.5550, 0.0771], [-1.2857, -1.4004, 0.4109]], "forces_ev_per_a": [[0.00, 0.01, 0.08], [0.03, 0.15, -0.05], [0.01, -0.17, -0.01], [-0.06, 0.14, 0.09], [0.04, -0.02, -0.14], [-0.06, -0.13, -0.05], [-0.14, 0.01, 0.00], [-0.07, -0.11, 0.12], [0.00, -0.05, 0.03], [-0.06, 0.12, -0.07], [0.00, 0.06, 0.03], [0.15, -0.01, -0.02], [0.15, -0.01, -0.02]], "charge": 0, "e_tot_ha": -195.29167, "fmax_ev_per_a": 0.2, "smiles": "C1=CCCC1", "de_lowest_kj_mol": 0.9, "homo_lumo_gap_ev": 10.37}



{"formula": "C3H3ClN2O3P", "method": "ωB97M-V with the def2-TZVPD basis set", "species": ["N", "N", "H", "Cl", "H", "C", "O", "P", "O", "H", "C", "C", "O"], "positions_angstrom": [[-0.0837, -0.9165, -0.2192], [0.4875, 1.5324, -1.7884], [1.4308, 0.2776, -3.0498], [1.5518, -2.2069, -1.8336], [-0.5645, -1.7488, 0.0838], [-0.2779, 0.1122, 0.6145], [-2.0707, 0.9916, 2.5747], [-1.4112, -0.2687, 2.0603], [-2.0901, -1.5317, 1.7470], [0.1268, 0.3814, 3.1846], [0.7464, 0.3798, -2.1934], [0.3956, -0.8896, -1.5287], [-0.0078, -0.5123, 3.0472]], "forces_ev_per_a": [[-0.54, 1.80, 0.07], [-0.43, -0.24, 0.36], [-0.21, -0.15, -0.02], [-0.51, 0.18, -0.19], [-0.18, -1.07, -0.03], [0.30, 0.33, -1.09], [0.72, -1.53, -0.69], [1.51, 1.97, 0.70], [-0.45, -1.18, 0.03], [1.05, 3.06, 1.02], [0.33, -0.28, 0.51], [0.70, -0.14, 0.79], [-2.30, -2.75, -1.46]], "charge": -1, "e_tot_ha": -1252.87309, "fmax_ev_per_a": 3.9, "de_lowest_kj_mol": 400.1, "homo_lumo_gap_ev": [7.24, 5.98]}



{"formula": "C18H42N2O4", "method": "ωB97M-V with the def2-TZVPD basis set", "species": ["H", "C", "C", "C", "H", "H", "H", "H", "H", "O", "H", "H", "H", "H", "O", "C", "H", "H", "O", "H", "H", "H", "H", "H", "H", "C", "C", "H", "H", "H", "C", "C", "H", "H", "H", "H", "H", "C", "N", "H", "H", "H", "H", "H", "H", "H", "C", "C", "H", "O", "N", "H", "H", "C", "H", "H", "C", "H", "H", "C", "C", "H", "C", "C", "H", "C"], "positions_angstrom": [[-10.3508, 1.7206, -0.7720], [-2.7212, 0.9453, 5.5529], [-10.7600, -4.3093, -0.7031], [-0.6110, 2.3150, 2.5480], [-2.4647, 3.3154, 1.8627], [-0.1155, 1.7311, 4.5068], [-2.7405, -0.8526, 1.1912], [-10.3975, -1.8199, 1.1544], [-12.0656, -4.1646, 3.4082], [-9.1144, 1.9252, 1.9757], [-13.9111, -2.4890, 1.6747], [-4.1235, 2.1614, 0.2260], [-1.3596, 2.8897, 4.6743], [-3.7386, -0.9545, 3.1096], [-10.8126, 2.0696, -1.5344], [-11.8749, -3.3181, 1.4954], [-4.7324, 2.2231, 1.8416], [-11.5828, -6.3815, -0.8670], [-13.2342, -4.0906, -0.2938], [-9.9377, -6.4557, -0.9831], [-8.5801, -4.1127, -0.6928], [-11.1738, -5.1158, 2.3722], [-0.1322, 3.2927, 2.4937], [-1.8121, -1.2808, 3.8544], [-11.7376, 1.9063, -1.3501], [-9.2284, -3.4494, 1.1761], [-1.8178, 2.4826, 1.5870], [-1.1643, 0.0304, 0.9732], [-13.2779, -4.9901, 0.0388], [-0.3553, -0.3423, 3.2929], [-10.7044, -5.8542, -0.4949], [-9.4593, -3.6010, -0.3014], [-4.8222, 0.7185, 1.0235], [-1.9419, 0.8907, 6.3130], [0.1367, 1.5710, 2.2732], [-8.3910, -2.7949, 1.4176], [-9.0442, -4.4753, 1.4951], [-1.1432, -0.4404, 4.0397], [-3.0950, 0.8058, 3.1364], [-12.7235, -1.3148, 1.2847], [-9.3214, -2.5992, -0.7083], [-8.2491, 2.3321, 2.0197], [-10.1168, -2.4821, 2.7218], [-3.3737, 0.0905, 5.7309], [-0.5933, -0.4979, 4.9791], [-3.3487, 1.8354, 5.5068], [-10.8265, -4.0242, -2.1589], [-4.1773, 1.5879, 1.1514], [-11.6950, -4.5897, -2.4965], [-4.1640, -0.1145, 3.2967], [-11.9404, -3.7142, 0.0614], [-10.7970, -2.9631, -2.4062], [-9.0588, 1.1781, 2.5716], [-2.8174, 1.2139, 1.7421], [-12.9885, -5.0572, 2.1432], [-10.6169, -6.1266, 0.5569], [-10.4466, -2.7513, 1.7184], [-2.5722, 0.2254, -0.1480], [-12.8047, -2.0478, 2.9735], [-2.2497, 0.0700, 0.8815], [-12.8834, -2.2020, 1.8973], [-9.9419, -4.4522, -2.6306], [-2.0151, 0.8247, 4.1819], [-12.0770, -4.5056, 2.3729], [-1.6017, 2.6443, 0.5309], [-1.0476, 2.0563, 4.0449]], "forces_ev_per_a": [[0.19, -0.04, 0.31], [0.40, -1.00, -0.94], [-0.01, -0.08, 1.28], [-1.25, 1.56, 0.51], [0.40, 0.37, 0.41], [0.02, -0.10, 0.34], [0.32, -0.31, 0.00], [-0.36, 0.42, 0.08], [-0.63, -0.03, 0.20], [-0.24, 0.02, -0.21], [0.00, -0.31, 0.09], [0.28, -0.28, -0.22], [-0.40, 0.35, -0.70], [-0.22, -0.73, -0.08], [0.07, 0.08, -0.26], [1.13, 0.29, -0.40], [0.15, 0.13, 0.24], [-0.56, 0.44, 0.03], [0.62, -0.57, -0.31], [0.61, 0.74, -0.30], [-0.26, -0.55, -0.43], [-0.25, -0.51, -0.44], [0.53, -0.07, 0.26], [0.49, -0.37, 0.16], [-0.23, -0.03, 0.02], [-0.78, -1.11, -0.62], [-1.60, -2.15, 1.74], [-0.07, -0.37, -0.15], [-0.63, -0.57, -0.03], [-0.41, -0.09, -0.38], [-0.05, -0.38, 0.50], [1.37, 0.34, 0.59], [0.18, -0.09, -0.26], [-0.20, 0.60, 0.27], [-0.30, -0.08, -0.32], [0.29, -0.35, -0.17], [0.04, 0.08, 0.95], [-0.18, 0.77, 0.86], [0.99, 2.81, 0.39], [0.28, 0.20, 0.35], [-0.83, 0.13, -0.47], [0.24, 0.15, -0.02], [-1.20, -0.03, 0.59], [-0.06, -0.03, -0.09], [-0.10, -0.73, 0.17], [0.30, 0.10, 0.47], [-0.72, -0.64, -0.92], [-0.60, 0.46, 0.26], [-0.17, 0.57, -0.80], [1.41, 0.52, -0.06], [1.53, 2.16, -0.20], [-0.60, -0.08, 0.10], [-0.02, -0.21, 0.16], [-0.01, 0.13, -1.06], [0.10, -0.13, 0.19], [-0.06, 0.18, 0.10], [0.39, 0.82, 0.08], [0.41, 0.03, -0.14], [0.13, 0.35, -0.15], [-0.43, 0.25, 0.30], [0.01, -0.77, -1.08], [0.00, -0.20, -0.02], [-0.54, -0.10, -0.74], [0.63, -0.38, 1.22], [0.32, -0.42, 0.03], [0.15, -1.15, -1.27]], "charge": 0, "e_tot_ha": -1121.33420, "fmax_ev_per_a": 3.2, "smiles": "CC1(C)CCCC(C)(C)N1O.CC1(C)CCCC(C)(C)N1O.O.O", "de_lowest_kj_mol": 284.3, "homo_lumo_gap_ev": 8.47}



{"formula": "C4H9NO3", "method": "ωB97M-V with the def2-TZVPD basis set", "species": ["O", "O", "O", "C", "H", "N", "H", "H", "H", "C", "H", "H", "H", "H", "H", "C", "C"], "positions_angstrom": [[-1.6442, 0.6281, -0.4257], [0.3796, 3.0525, 0.6389], [0.4989, -2.7014, 0.6335], [-0.6166, 0.0572, -0.4698], [1.4529, -1.9372, -0.9643], [-0.5478, -1.2360, -1.0528], [1.2367, 3.3484, 0.1967], [1.5961, 0.1849, 0.2751], [-0.7583, 1.7550, 1.4087], [0.4532, -2.2376, -0.7103], [1.0210, 1.6186, 2.0305], [-1.4515, -1.6151, -1.3281], [0.2817, -3.3083, -1.2500], [1.0000, 1.3782, -0.8542], [0.4850, -2.0329, 1.2761], [0.6753, 0.7024, 0.0214], [0.3375, 1.7158, 1.1262]], "forces_ev_per_a": [[-2.13, 1.35, 0.02], [1.69, 1.42, -0.99], [-0.49, -1.51, -1.05], [2.33, -3.01, -0.65], [0.36, 0.58, -0.40], [0.48, -0.29, 0.56], [-1.50, -1.07, 1.09], [-0.42, -0.92, -0.08], [1.38, -1.09, 0.04], [-0.43, -2.60, -0.57], [-0.88, -0.11, -0.97], [0.23, 0.35, 0.28], [0.04, 2.98, 0.66], [-0.55, -1.08, 0.99], [0.03, 1.73, 1.12], [0.21, 2.10, -0.84], [-0.37, 1.18, 0.76]], "charge": 0, "e_tot_ha": -438.24841, "fmax_ev_per_a": 3.9, "smiles": "O=C(CCO)NCO", "de_lowest_kj_mol": 211.8, "homo_lumo_gap_ev": 10.85}



{"formula": "C3H8OS2", "method": "ωB97M-V with the def2-TZVPD basis set", "species": ["C", "H", "H", "H", "H", "C", "S", "H", "O", "C", "H", "H", "H", "S"], "positions_angstrom": [[0.2766, -0.2100, -1.8545], [-0.1840, 1.3179, 1.2305], [0.1565, 0.1184, -2.8877], [0.2485, -0.7909, 1.8886], [2.8692, -0.9663, -1.3915], [-1.1908, 1.0320, 1.4922], [3.1080, 0.2109, -0.7812], [-2.5531, -0.5637, 1.5788], [-0.5949, -1.2273, 1.8563], [-1.5269, -0.2501, 1.7012], [0.8739, -1.1108, -1.8394], [-2.0100, 1.7327, 1.4700], [-0.7221, -0.3701, -1.4583], [1.2491, 1.0774, -1.0050]], "forces_ev_per_a": [[0.32, 0.42, -0.70], [0.10, 0.24, 0.50], [0.08, -0.17, -0.01], [0.79, 0.22, 0.04], [-0.01, 0.24, 0.05], [-0.94, -0.88, 0.06], [0.66, -0.49, 0.03], [0.00, -0.44, 0.66], [-1.07, -0.64, -0.16], [0.87, 1.26, -0.76], [-0.25, -0.33, 0.04], [0.13, 0.28, -0.28], [0.17, 0.08, 0.54], [-0.85, 0.21, -0.02]], "charge": 0, "e_tot_ha": -990.65651, "fmax_ev_per_a": 1.7, "smiles": "C=CO.CSS", "de_lowest_kj_mol": 142.0, "homo_lumo_gap_ev": 8.67}